1 | Formula: C2H5BrSi
Source: the Open Molecules 2025 dataset
Level of theory: ωB97M-V/def2-TZVPD

Each line ends with the Mulliken charge.
Cartesian coordinates (Å):
1 C 0.532 -0.013 0.848  -0.62
2 C 0.492 0.761 -0.566  -0.50
3 Si -0.987 -0.402 -0.243  0.18
4 Br -3.149 0.073 0.294  -0.19
5 H 1.482 -0.460 0.890  0.31
6 H 0.301 0.524 1.787  0.27
7 H 0.416 1.916 -0.699  0.28
8 H 1.212 0.301 -1.232  0.29
9 H -0.298 -2.699 -1.078  -0.03

Computed properties:
gap between HOMO and LUMO (spin up / spin down): 8.07 / 7.56 eV

2 | Formula: C2H5BrSi
Source: the Open Molecules 2025 dataset
Level of theory: ωB97M-V/def2-TZVPD

Each line ends with the Mulliken charge.
Cartesian coordinates (Å):
1 C -0.007 -0.411 0.506  -0.05
2 C 1.250 -0.247 0.540  -0.47
3 Si -1.222 0.632 -0.508  0.40
4 Br 2.548 -1.510 1.052  -0.13
5 H -0.365 -1.385 0.891  0.34
6 H 1.726 1.005 -0.132  0.16
7 H -1.511 1.732 0.327  -0.08
8 H -1.923 -0.535 -0.910  -0.08
9 H -0.495 0.718 -1.767  -0.09

Computed properties:
gap between HOMO and LUMO: 10.38 eV

The winner here is 2, beating the second structure by 14.2 kJ/mol.

1 | Formula: CH2N2O2Si
Source: the Open Molecules 2025 dataset
Level of theory: ωB97M-V/def2-TZVPD

Each line ends with the Mulliken charge.
Cartesian coordinates (Å):
1 C -0.943 -1.533 0.066  0.26
2 N -1.493 -2.511 0.412  -0.33
3 N 1.424 0.414 -0.026  0.82
4 O 1.900 1.257 0.700  -0.51
5 O 2.047 -0.275 -0.824  -0.50
6 Si -0.471 0.271 0.059  0.28
7 H -1.231 0.840 1.173  0.00
8 H -1.233 1.537 -1.558  0.00

Computed properties:
gap between HOMO and LUMO: 9.56 eV

2 | Formula: CH2N2O2Si
Source: the Open Molecules 2025 dataset
Level of theory: ωB97M-V/def2-TZVPD

Each line ends with the Mulliken charge.
Cartesian coordinates (Å):
1 N 1.936 0.772 -1.720  -0.32
2 C 1.199 0.828 -0.811  0.23
3 Si -0.049 0.630 0.534  0.35
4 N -0.742 -0.964 -0.031  0.80
5 O -1.822 -0.732 -0.568  -0.52
6 O -0.208 -2.039 0.116  -0.51
7 H -1.281 1.375 0.763  -0.02
8 H 0.968 0.130 1.718  0.00

Computed properties:
SMILES: N#C[SiH2][N+](=O)[O-]
gap between HOMO and LUMO: 10.54 eV

The winner here is 2, beating the second structure by 172.0 kJ/mol.